(1)
Here is a structure of composition C10H9N2O6Pt from OMol25. Energies are from ωB97M-V/def2-TZVPD.

Last column: natural (NBO) charge in e.
Atoms and positions in Å:
Pt 0.46431 1.80497 0.31781  0.887
O -1.94515 -4.31495 -2.68196  -0.753
C -0.80790 -3.82327 -2.85441  0.722
O 0.17965 -4.27249 -3.46747  -0.735
C -0.58183 -2.47544 -2.15482  -0.047
C -1.61229 -1.88685 -1.42870  -0.226
C -1.39397 -0.69293 -0.77805  0.018
N -0.21412 -0.06378 -0.81907  -0.555
C 0.78532 -0.60333 -1.53457  0.068
C 0.63697 -1.80210 -2.20810  -0.189
C 2.06796 0.19691 -1.57309  0.744
O 3.05406 -0.25793 -2.10438  -0.609
O 2.00162 1.39420 -1.02496  -0.825
H -2.56728 -2.39355 -1.39023  0.252
H -2.17028 -0.20600 -0.19724  0.195
H 1.46105 -2.21828 -2.77037  0.269
C 0.45875 -0.32396 2.62682  -0.266
O 0.41260 1.06931 3.04997  -0.489
C 0.33513 2.02447 2.16923  0.307
C 0.25242 3.36584 2.82215  -0.727
H 1.49405 -0.64960 2.64773  0.201
H 0.04600 -0.43999 1.63260  0.216
H -0.12710 -0.87336 3.35542  0.196
H 0.15351 3.29303 3.90570  0.217
H -0.59294 3.90219 2.38845  0.257
H 1.14884 3.93039 2.56617  0.247
O -1.94568 3.09204 -0.59405  -0.290
N -0.99369 3.22444 0.09941  -0.081

spin multiplicity = 3
Kohn-Sham gap (alpha / beta) = 7.23 / 6.31 eV
lowest unoccupied orbital energy (alpha / beta) = 2.0658 / 1.0966 eV
HOMO (alpha / beta) = -5.2 / -5.2 eV
total charge = -1



(2)
Here is an isolated molecule of C10H9N3O from OMol25. Energies are from ωB97M-V/def2-TZVPD.

Last column: natural (NBO) charge in e.
Atoms and positions in Å:
N -3.17812 1.82076 -0.64755  -0.793
C -2.48539 0.67250 -0.27338  0.191
C -3.20731 -0.35105 0.41896  -0.287
C -2.61954 -1.58561 0.70446  -0.175
C -1.27058 -1.77576 0.30260  -0.288
C -0.59000 -0.73613 -0.35086  0.301
O 0.70834 -1.07978 -0.78373  -0.485
C 1.80510 -0.40842 -0.35251  0.459
C 2.99074 -0.79619 -0.94151  -0.052
N 4.17610 -0.34843 -0.50577  -0.349
C 4.12926 0.52895 0.49760  -0.060
C 2.92532 1.04084 0.93406  0.012
N 1.74173 0.57607 0.55673  -0.435
C -1.13547 0.49288 -0.64690  -0.303
H -3.99629 2.00021 -0.13217  0.377
H -2.57061 2.65042 -0.77726  0.380
H -4.21278 -0.12482 0.75154  0.209
H -3.09629 -2.45039 1.22487  0.226
H -0.63429 -2.65830 0.50721  0.228
H 2.89546 -1.45934 -1.81251  0.209
H 5.11542 0.88664 0.82586  0.205
H 2.99452 1.85911 1.69202  0.198
H -0.48529 1.24586 -1.19173  0.232

Kohn-Sham gap = 8.66 eV
lowest unoccupied orbital energy = 0.5511 eV
HOMO = -8.1 eV
total charge = 0



One value per record, in order, for electronic energy: -1066.68535; -625.95338 a.u..
One value per record, in order, for energy above the lowest of the compared OMol25 structures with the same formula, charge and spin: 39.63; 11.70 kcal per mole.